This record from the Open Molecules 2025 dataset describes a cluster of 11 separate species, C27H33F8N3O30 in total. The level of theory is ωB97M-V with the def2-TZVPD basis set.

Geometry (Å):
H: -1.6046 -3.6256 -0.8903
O: 3.2083 -0.4641 -2.0542
O: 1.2151 -1.2821 -2.4084
H: 1.4231 0.2310 0.7481
F: -0.7525 3.3056 -5.6377
H: 1.0122 -2.9757 0.1852
C: -0.8639 1.0265 -6.1770
C: 3.7457 4.6634 -1.3753
H: 4.3731 -1.3683 1.1462
O: 1.7311 3.9300 -2.3593
O: -6.8299 -2.9868 4.4871
F: 1.6193 -3.5630 5.0142
H: -6.1798 0.2921 1.9966
O: 1.8692 -5.9494 -0.9861
H: 0.2978 1.5353 1.0714
H: -3.8130 -0.2909 3.1852
H: 2.9037 2.8363 3.7229
H: 3.4996 2.9675 2.0030
O: 4.0484 4.5267 3.2956
O: 3.1930 5.7330 -2.1286
H: 0.8079 -4.1171 3.3480
H: -4.1394 2.4349 -1.1940
H: -3.0568 -3.9985 -1.9613
C: -3.4340 2.0745 -0.4453
C: -2.3492 -3.2548 -1.5947
H: -0.3726 0.2309 -6.7371
C: 0.3912 0.5531 0.6082
O: -2.4134 2.9288 2.8178
O: 2.6757 5.5310 1.9683
H: 2.4108 -3.4027 -0.8324
O: 2.3194 -1.9223 2.1656
C: -2.5699 2.7870 1.5512
H: -0.7467 -2.1581 -2.6730
O: -1.6072 0.6595 -4.9893
O: -6.7249 -1.4815 2.7872
O: 1.1187 6.0464 -3.1715
O: -1.1804 0.6642 -2.7042
O: 4.4960 6.6950 2.7172
F: 1.2648 4.6342 3.4689
O: -4.3452 -0.6976 -2.4407
O: -2.7190 -1.9644 -3.4327
C: 1.4696 -3.7615 -0.4160
H: -0.6223 -2.1655 3.1007
O: 0.6365 -4.2444 -1.4619
C: 1.8951 5.2974 -2.5718
C: 2.9310 3.3867 -1.8189
C: -3.4267 -1.5056 -2.3407
C: -0.8192 0.9439 -3.8503
H: 0.3747 -1.4655 4.2685
H: 5.0856 -0.4780 2.5484
H: -1.4793 2.6137 -1.3534
C: -6.2415 -2.2206 3.7935
C: -1.6528 -2.7348 -2.8585
N: -0.6949 -0.3923 1.1032
O: -1.5451 2.9609 0.6408
H: -3.3826 1.0106 -0.6766
H: 1.0015 2.2896 -5.9896
H: 3.5827 2.8498 -2.5081
H: 4.7819 4.5843 -1.7041
C: 1.9904 4.3858 2.3806
C: 4.3758 -1.2410 2.2288
C: 0.4792 -3.6602 4.2814
O: -2.2139 -4.1926 6.2755
O: -0.8057 -1.4193 0.4561
C: -2.1468 2.9889 -0.5777
C: 3.1565 3.4957 2.8925
O: -1.2418 -2.4233 5.1618
H: 0.3619 0.6932 -0.4724
C: -0.2582 -2.3392 4.1133
O: -5.0257 -1.7300 4.0888
F: -2.5560 4.1604 -0.9580
N: 2.9384 -0.9849 2.4316
H: 3.0544 -0.0465 -4.7764
O: 0.6876 -6.1340 -2.8334
C: -5.7296 -0.6650 2.2601
H: 3.1449 -1.8148 -4.5105
F: 2.5301 2.5551 -0.8776
H: 3.7855 4.7496 -0.2895
F: 0.8864 -5.5514 1.0333
H: -5.1888 -1.0503 1.3957
O: 2.6445 0.1323 2.8860
C: 2.5838 -0.9049 -4.2970
N: 2.3212 -0.9550 -2.8027
O: -3.7183 2.3217 0.9553
H: 4.6717 -2.2194 2.6074
C: -1.3305 -3.7321 5.5047
F: -5.1729 0.5576 4.2490
C: -0.0120 2.1500 -5.6135
C: 1.0060 -5.5222 -1.8192
H: 2.7848 -5.0744 0.6288
H: 1.4018 3.8607 1.6283
C: -4.8425 -0.4890 3.4835
H: 1.6068 -1.0205 -4.7662
C: 1.8286 -5.1414 0.1099
O: -1.3517 -0.1422 2.1515
C: 3.7897 5.6829 2.6570
H: -1.5101 1.4755 -6.9312
O: -3.0052 -2.0868 -1.2599
O: 0.1587 1.8490 -4.2532
F: -1.3737 -3.7993 -3.5598
O: -0.5215 -4.4717 4.7375

Force components x, y, z for each atom (eV/Å):
-0.614 0.284 0.330
-1.564 -1.523 -1.470
1.148 -0.288 -0.446
-0.489 -0.792 0.587
0.551 -0.208 -0.400
-0.244 -0.599 0.082
-0.505 1.045 0.084
0.520 -1.178 -0.446
0.607 0.227 -0.151
0.917 1.495 -0.516
0.355 -0.354 -0.921
-0.970 -0.269 0.868
-0.017 -0.078 -0.115
2.216 -1.772 2.876
-0.337 -0.377 0.212
0.237 -0.596 0.284
0.034 0.230 -0.170
0.661 -0.337 0.241
1.233 -0.501 0.547
-2.947 -1.426 0.159
-0.268 0.076 -0.165
-0.546 0.485 0.779
0.011 -0.315 0.428
1.306 0.963 -0.208
1.780 -0.117 -1.642
0.322 -0.409 0.836
0.070 1.274 -0.173
-0.846 -0.631 -6.679
-2.139 0.531 -1.582
-0.016 0.504 -0.241
-4.951 -3.154 -0.833
0.133 -0.288 6.180
-0.284 0.260 -0.225
1.786 -0.743 0.965
-1.470 -1.634 -0.830
2.745 -3.211 2.532
2.002 0.580 -3.430
-2.447 -3.333 -0.399
-1.456 0.926 0.656
2.412 -1.761 0.636
0.446 0.218 0.800
0.564 -1.628 -0.928
-0.973 -0.490 0.261
-1.219 0.395 -1.523
-0.618 2.801 -2.005
0.766 2.483 -0.955
-2.655 2.457 -3.009
-3.002 1.140 0.309
-0.029 -0.066 0.620
-0.634 0.168 0.039
0.331 -0.089 0.273
-1.370 1.065 1.169
-0.875 -0.225 1.684
0.224 0.077 1.086
-1.035 0.486 1.801
0.637 -0.089 0.459
-0.309 0.325 -0.435
-0.711 -0.351 -0.523
-0.013 -0.215 0.017
1.637 -2.209 0.911
1.328 -0.140 -1.188
2.125 1.782 -3.302
0.347 0.039 0.040
-0.158 0.414 0.624
-0.579 -4.437 -2.700
-0.749 1.194 -1.134
-1.258 -2.542 1.797
-0.826 -0.365 -0.029
1.876 0.404 -0.472
1.895 0.008 1.371
-0.618 3.099 -0.139
5.176 4.441 2.694
0.309 0.216 1.200
0.305 2.092 2.853
0.198 1.988 0.390
0.142 0.133 -0.043
-0.070 -1.000 1.761
-0.607 0.589 0.050
-0.113 -0.402 -0.148
-0.120 -0.441 0.092
-1.036 -1.815 -0.791
-0.941 -1.454 -0.424
1.079 3.110 1.083
1.151 0.460 0.186
-0.451 0.147 0.360
0.928 2.940 -3.474
-0.829 0.150 0.905
0.061 0.186 0.296
-2.719 0.173 -5.736
0.073 -0.770 -0.096
-0.149 0.859 -0.356
1.276 -0.052 -2.398
-0.005 -0.132 0.189
1.292 2.085 2.938
1.638 -0.298 -2.498
3.307 2.599 1.279
-0.467 0.002 0.400
-1.159 0.627 3.226
-0.442 -1.970 1.474
0.633 -1.362 -2.273
-1.939 -1.793 3.703

The value obtained for the lowest unoccupied orbital energy (spin up / spin down) is -4.86 / -10.34 eV. The calculation puts the energy above the lowest of the compared OMol25 structures with the same formula, charge and spin at 182.4 kJ/mol. Its total charge is +1. The spin multiplicity is 2. The calculation puts the orbital gap (spin up / spin down) at 8.04 / 2.56 eV. The calculation puts the molar mass at 1031.54 g mol⁻¹. Its max |F| is 7.3 eV/Å.

Atom charges from the Löwdin analysis, given in e for atoms 1 to 2: 0.1247, 0.0274